(1)
A molecular structure, C10H17FeNO7S3 at a distorted geometry. Source: the OMol25 dataset; level of theory: wB97M-V/def2-TZVPD.

## Properties
- Highest occupied orbital energy (spin up / spin down): -7.921 / -7.933 eV
- 2S+1: 5
- Total energy: -3430.9076 a.u.
- LUMO energy (spin up / spin down): 0.0 / 0.0 eV

XYZ file:
```
39
Properties=species:S:1:pos:R:3:forces:R:3
Fe -0.001257 1.030262 -0.779824 -0.6 0.4 0.3
O 3.076235 3.596218 -0.969478 0.2 0.1 0.1
C 2.658915 2.368522 -0.729310 -0.2 -0.1 0.1
O 1.951904 1.747114 -1.493968 -0.1 0.0 0.0
C 3.176745 1.796144 0.571393 0.0 0.0 0.1
O 2.274802 0.856135 1.104000 0.2 -0.2 0.0
C 1.630982 1.311681 2.291892 -0.4 0.4 0.0
C 0.493117 2.341876 2.010645 0.6 -0.4 0.2
O 0.115468 3.025123 2.942557 0.0 0.0 0.0
O 0.074438 2.339992 0.803973 -0.1 -0.1 -0.7
H 2.667984 3.931224 -1.784365 0.0 -0.2 -0.1
H 3.379979 2.615113 1.263781 0.0 0.0 0.0
H 4.115026 1.276407 0.350428 0.0 0.1 -0.1
H 2.350068 1.739385 2.994027 0.0 0.0 0.0
H 1.178780 0.433168 2.754744 0.0 0.0 0.0
C -2.834560 -0.826939 1.111082 0.4 0.1 0.0
C -3.069700 -1.464222 -0.250152 0.2 0.2 -0.4
S -2.287016 -0.511820 -1.603866 0.0 -0.2 0.2
C -1.366046 -1.806428 -2.501007 -0.3 0.2 0.3
C -0.351203 -2.622794 -1.715196 0.2 0.3 0.1
S 0.953861 -1.597877 -0.944393 -0.1 0.3 0.0
C 0.953846 -2.185737 0.779587 0.0 0.1 -0.3
C -0.361818 -2.098046 1.530237 -0.3 0.4 0.0
S -1.102866 -0.420945 1.501932 -0.1 -0.4 0.0
H -3.338842 0.137509 1.172226 -0.1 0.0 0.0
H -3.210856 -1.470192 1.907171 -0.1 0.1 0.0
H -2.685340 -2.481419 -0.294286 -0.1 -0.1 0.1
H -4.140060 -1.491807 -0.452056 0.0 -0.1 0.0
H -2.097935 -2.472787 -2.958628 0.1 0.0 -0.1
H -0.857948 -1.236363 -3.280202 -0.1 -0.1 -0.1
H -0.816045 -3.207858 -0.924915 0.0 -0.1 -0.1
H 0.143546 -3.309485 -2.402153 0.0 -0.1 0.1
H 1.309920 -3.216368 0.771532 0.1 0.0 0.1
H 1.705793 -1.551938 1.250220 0.1 -0.1 0.0
H -1.100085 -2.789579 1.129580 0.0 -0.1 0.0
H -0.187076 -2.355521 2.575159 0.0 -0.1 0.0
O -2.311102 3.508020 -2.607463 0.0 -0.5 0.4
N -1.216912 3.081387 -2.850129 0.3 1.4 -1.0
O -0.874740 1.982829 -2.274778 0.1 -1.4 1.0
```
Positions in Å, forces in eV/Å.

Mulliken population analysis, charges in e, atoms 1 to 5: atom 1 (Fe): 1.03, atom 2 (O): -0.48, atom 3 (C): 0.65, atom 4 (O): -0.61, atom 5 (C): -0.54

---

(2)
A gas-phase ion, C10H17N2O (charge +1) at a distorted geometry. Source: the OMol25 dataset; level of theory: wB97M-V/def2-TZVPD.

## Properties
- Highest occupied orbital energy (spin up / spin down): -12.775 / -12.775 eV
- Total energy: -575.5204 a.u.
- LUMO energy (spin up / spin down): -6.1 / -6.1 eV
- Total charge: +1

XYZ file:
```
30
Properties=species:S:1:pos:R:3:forces:R:3
C 0.955327 -2.352248 -0.310084 -1.3 1.7 -0.4
C 0.070457 -1.363545 -0.633894 1.8 -0.7 0.5
C 0.423019 -0.239796 0.248335 -0.5 0.4 -2.0
C -1.203576 -1.234328 -1.287553 -0.5 0.7 0.5
C -2.085948 -0.607498 -0.089572 1.8 -0.9 0.1
C -0.921976 0.295588 0.878077 -0.2 -6.0 -1.2
C -0.823715 -0.227091 2.260523 -1.1 2.0 0.8
C 2.188674 0.898167 -1.497812 0.5 -4.6 -1.2
C 1.651436 1.992705 0.565618 -4.2 -1.3 0.4
C 1.096056 0.993435 -0.460367 1.5 2.5 -0.8
N 1.502600 -0.665770 1.000990 1.1 -0.5 1.0
N -3.194530 0.143276 -0.403355 -1.8 0.2 -0.4
O 1.824009 -1.853352 0.640066 -0.4 0.9 0.1
H 1.112927 -3.358754 -0.556968 0.2 -1.0 -0.4
H -1.278760 -0.670660 -2.187612 0.6 1.5 -0.5
H -1.531667 -2.138305 -1.712841 -0.8 -1.7 0.3
H -2.502144 -1.530484 0.339286 0.8 0.3 1.0
H -1.037886 1.305603 0.854127 -0.4 2.8 -0.6
H -0.349647 -1.119709 2.384990 1.2 -2.7 -0.1
H -1.742265 -0.300193 2.723472 -2.4 -0.4 0.7
H -0.344018 0.422314 2.947046 1.0 1.0 0.3
H 3.110511 0.668364 -0.954831 0.3 0.0 -0.7
H 2.301079 1.763751 -2.116559 -0.1 0.8 0.1
H 1.984947 0.008190 -2.276812 0.5 1.8 1.6
H 2.640913 1.992197 0.570221 4.5 -0.9 0.8
H 1.177873 1.936665 1.536099 0.2 -0.1 0.4
H 1.513131 2.954892 0.237791 -1.1 2.5 -1.0
H 0.401744 1.499148 -1.086831 -2.0 0.0 0.2
H -2.983053 1.072173 -0.643974 -0.1 1.2 -0.7
H -3.955509 -0.284724 -0.967589 1.0 0.5 0.8
```
Positions in Å, forces in eV/Å.

Mulliken population analysis, charges in e, atoms 1 to 5: atom 1 (C): -0.66, atom 2 (C): -0.29, atom 3 (C): 2.18, atom 4 (C): -1.19, atom 5 (C): -0.29

---

(3)
C10H17N2P in the gas phase at a distorted geometry. Source: the OMol25 dataset; level of theory: wB97M-V/def2-TZVPD.

## Properties
- Highest occupied orbital energy: -8.535 eV
- Total energy: -841.9206 a.u.
- LUMO energy: 0.3 eV

XYZ file:
```
30
Properties=species:S:1:pos:R:3:forces:R:3
C -1.009106 1.770580 0.610773 0.0 -3.4 4.0
C -1.505550 0.583021 -0.125837 -0.1 0.2 0.7
C -0.748567 -0.408746 -0.581935 1.2 0.4 1.0
C 0.748847 -0.551385 -0.357218 -0.6 -0.3 -1.5
C 1.596285 -0.410061 -1.375663 1.5 -1.2 3.1
C 3.104965 -0.620114 -1.202783 -1.2 2.5 1.8
C 3.533196 -1.150250 0.150030 -0.4 -2.1 -1.0
C 2.693912 -0.449604 1.161546 1.2 -0.6 3.1
C 1.276068 -0.912330 1.003002 0.3 0.1 -0.5
N -2.917319 0.474074 -0.152958 0.3 -1.8 0.3
C -3.711237 1.640202 -0.495589 1.7 1.9 1.4
P -3.657104 -1.081052 0.112236 0.3 2.1 -0.8
N -3.365878 -2.363902 0.829014 -0.1 0.7 -0.4
H -0.260724 2.224342 0.159205 3.2 2.6 -2.6
H -0.410185 1.413196 1.575347 -1.5 0.5 -1.6
H -1.755874 2.420505 0.955475 -0.9 0.9 0.3
H -1.279854 -1.252721 -0.933566 -0.2 -0.9 -0.7
H 1.300158 -0.153076 -2.313005 -1.0 0.8 -2.6
H 3.444829 -1.202636 -1.965776 1.2 -1.4 -2.3
H 3.500065 0.403878 -1.251476 0.4 -0.2 -0.6
H 3.351075 -2.326219 0.072428 0.4 2.3 0.9
H 4.573426 -0.966884 0.413636 0.2 -0.2 -0.6
H 2.769456 0.655637 1.094144 0.1 -0.5 -0.2
H 3.166927 -0.734399 2.218776 -1.4 0.7 -1.8
H 0.638014 -0.354177 1.608894 -1.0 0.4 1.9
H 1.266253 -1.975166 1.238078 -0.6 -0.1 0.0
H -3.764957 2.380611 0.411806 0.0 -1.2 -1.6
H -4.700770 1.339000 -0.682035 -1.4 -0.3 -0.5
H -3.260332 2.204746 -1.365421 -0.6 -0.7 0.8
H -4.616024 -0.597057 -0.811114 -0.9 -1.2 0.3
```
Positions in Å, forces in eV/Å.

Mulliken population analysis, charges in e, atoms 1 to 5: atom 1 (C): -1.37, atom 2 (C): 0.89, atom 3 (C): -1.10, atom 4 (C): 0.38, atom 5 (C): -0.72

---

(4)
C10H17N2P in the gas phase at a distorted geometry. Source: the OMol25 dataset; level of theory: wB97M-V/def2-TZVPD.

## Properties
- Highest occupied orbital energy: -8.933 eV
- Total energy: -842.0012 a.u.
- LUMO energy: 0.7 eV

XYZ file:
```
30
Properties=species:S:1:pos:R:3:forces:R:3
C 0.241140 -3.328656 -0.437586 2.1 0.7 -0.3
C 0.638827 -1.900789 0.084004 1.2 -1.1 -3.3
P 0.252997 -0.532881 -1.196620 -2.8 0.2 3.4
C -1.889144 -0.235103 -0.624345 3.6 -1.8 -0.8
N -2.337123 -0.861086 0.420600 -0.3 -0.2 1.5
C -3.523469 -0.416130 0.873069 -0.1 -0.4 0.5
C -4.321114 0.464877 0.155372 0.6 -0.2 -0.5
C -3.824447 0.844204 -1.123934 -0.6 -0.6 3.4
N -2.584579 0.539268 -1.376817 0.0 1.4 -3.2
C 0.730676 0.930427 -0.012175 0.3 -0.7 0.1
C 0.585204 0.715986 1.508757 0.0 0.2 -1.2
C 2.201460 1.203117 -0.396831 0.3 -0.6 0.9
C -0.109193 2.102288 -0.500447 2.0 2.0 4.5
H 0.742970 -4.001349 0.308126 -0.4 0.0 -1.2
H -0.794010 -3.371724 -0.238253 -1.4 -0.6 -0.4
H 0.541065 -3.511424 -1.552611 -0.6 0.1 2.2
H 1.752688 -1.930973 0.179766 -0.8 0.5 0.3
H 0.134933 -1.811994 0.997795 -0.5 0.7 1.3
H -3.805319 -0.795923 1.879399 0.0 0.3 -0.9
H -5.217753 0.835873 0.617387 -0.4 0.0 -0.3
H -4.413551 1.454537 -1.760657 -0.2 0.4 -0.8
H -0.427618 0.611421 1.754945 -1.8 -0.7 0.2
H 1.094009 -0.186986 1.807830 0.4 0.2 0.5
H 0.795086 1.609967 2.094273 1.0 0.1 -0.2
H 2.665595 1.897145 0.341847 -0.5 0.5 -1.2
H 2.008621 1.430673 -1.431482 1.3 1.2 -0.5
H 2.979650 0.401123 -0.374404 -1.2 -0.2 0.0
H 0.320842 3.085573 -0.095961 -0.1 -1.1 -0.7
H -0.211962 2.184146 -1.485178 0.1 0.2 -4.4
H -1.094428 2.187543 -0.150041 -1.4 -0.6 0.9
```
Positions in Å, forces in eV/Å.

Mulliken population analysis, charges in e, atoms 1 to 5: atom 1 (C): -1.16, atom 2 (C): -0.68, atom 3 (P): 0.02, atom 4 (C): 0.41, atom 5 (N): -0.34

---

(5)
2 unconnected molecules or ions with the total composition C10H17N2Si at a distorted geometry. Source: the OMol25 dataset; level of theory: wB97M-V/def2-TZVPD.

## Properties
- Highest occupied orbital energy: -12.832 eV
- Total energy: -789.9443 a.u.
- LUMO energy: -3.4 eV
- Total charge: +1

XYZ file:
```
30
Properties=species:S:1:pos:R:3:forces:R:3
C -5.343954 -0.707476 -0.484637 -0.3 -1.2 0.2
C -4.412749 -1.632974 0.030903 -0.6 0.5 -0.4
C -4.967661 0.590436 -0.725948 1.2 1.0 0.1
C -3.144231 -1.166832 0.350277 -1.4 0.3 -1.1
C -3.649096 1.042000 -0.504643 0.2 1.7 -1.1
C -2.735759 0.139120 -0.013197 0.7 -0.7 1.2
C 0.493142 -0.446853 0.079919 -1.8 0.8 1.7
C 1.733792 -1.059484 -1.817278 -1.9 1.3 0.0
C 2.261810 -2.000066 0.404204 -0.5 -2.0 -0.5
C 3.134606 1.048815 2.053073 2.1 2.7 -0.8
N 1.494662 -1.064071 -0.407650 0.1 0.0 1.0
N 0.030709 -0.481665 1.340590 -0.3 0.1 0.3
Si -1.023328 0.656092 0.364947 1.5 -0.9 0.2
H -6.364957 -1.113880 -0.632961 0.7 0.8 -0.2
H -4.777362 -2.680096 0.104315 0.7 0.8 0.5
H -5.600055 1.348143 -1.096016 -1.2 0.4 -0.4
H -2.536543 -1.833816 0.869415 1.4 -0.9 0.6
H -3.282424 2.146480 -0.785644 -1.2 -2.6 0.7
H 4.028595 1.401805 2.718397 -1.4 -0.3 -1.7
H 2.694702 -0.669115 -1.941730 1.6 0.2 -0.9
H 1.572690 -2.073390 -2.094868 0.2 -0.6 -1.1
H 0.979808 -0.352643 -2.263286 0.8 -0.9 0.1
H 1.651852 -2.408538 1.278320 0.8 0.8 -1.1
H 2.276875 -2.888529 -0.353190 1.1 1.2 1.8
H 3.224941 -1.540204 0.772136 -0.9 -0.9 -0.7
H 2.338059 1.849896 2.077256 1.0 -0.9 -0.4
H 3.467970 0.718434 1.002588 -0.5 0.9 1.6
H 2.804002 0.241835 2.585219 -1.2 -2.3 1.2
H 0.371062 -1.077907 2.157343 -0.7 1.4 -1.4
H -0.630168 2.102047 0.297345 -0.4 -0.6 0.3
```
Positions in Å, forces in eV/Å.

Mulliken population analysis, charges in e, atoms 1 to 5: atom 1 (C): -0.39, atom 2 (C): -0.53, atom 3 (C): -0.52, atom 4 (C): -0.29, atom 5 (C): -0.46

---

(6)
A molecular structure, C10H17NO5Sn at a distorted geometry. Source: the OMol25 dataset; level of theory: wB97M-V/def2-TZVPD.

## Properties
- Highest occupied orbital energy: -15.864 eV
- Total energy: -1035.8729 a.u.
- LUMO energy: -8.7 eV
- Total charge: +2

XYZ file:
```
34
Properties=species:S:1:pos:R:3:forces:R:3
Sn 0.344179 -0.790914 0.909223 -0.3 0.2 -0.6
O 0.979455 1.453203 -0.936158 0.3 -1.1 1.2
C 0.529153 2.205686 -1.761738 -2.1 0.2 -1.3
O -1.346687 -0.000691 -1.139969 -0.4 0.5 -0.6
C -1.602194 0.883343 -1.952633 0.1 1.6 -0.8
O -2.754868 1.006900 -2.661042 1.5 -1.0 1.4
N -0.781864 2.006531 -2.322830 1.3 -2.2 2.2
C -2.724370 2.175168 -3.479976 -1.3 0.5 -1.0
C -1.407884 2.874746 -3.273978 0.2 0.4 -0.1
H -3.569025 2.815162 -3.195280 0.2 -0.3 0.0
H -2.854021 1.879067 -4.525420 -0.1 -0.1 0.3
H -1.553464 3.866222 -2.839539 0.1 0.0 -0.2
H -0.825967 2.919312 -4.195072 -0.1 0.2 0.1
C 1.232191 3.362012 -2.284948 2.8 0.4 1.4
C 2.489334 3.583831 -1.789806 -1.4 -0.3 -0.6
H 0.796446 4.025257 -2.986705 -0.3 0.3 -0.5
H 2.902022 2.901943 -1.036978 -0.2 0.3 -0.4
H 3.114436 4.410502 -2.131631 -0.3 -0.2 0.1
C 0.535176 -3.996906 0.345809 -0.2 -0.8 -0.6
O 0.897250 -2.989451 1.307597 -0.3 0.4 -0.2
C 1.058790 -3.446946 2.666311 0.7 0.4 0.4
C 0.057710 -2.752800 3.552739 -0.7 -0.7 0.0
O -0.165374 -1.421632 3.085854 0.2 0.7 -1.0
C 0.146309 -0.339093 3.976873 0.1 0.4 0.9
H -0.477059 -4.374158 0.544987 0.2 0.2 0.0
H 1.245340 -4.834923 0.387262 -0.1 0.4 0.0
H 0.577292 -3.525163 -0.643253 0.0 -0.2 0.2
H 0.919645 -4.520281 2.733779 0.1 -0.2 -0.1
H 2.080528 -3.189117 2.963781 -0.1 -0.2 -0.1
H -0.912431 -3.263186 3.515795 0.2 0.2 0.1
H 0.423031 -2.734746 4.572807 0.0 0.0 0.2
H -0.388418 -0.486704 4.923971 0.1 0.2 -0.3
H 1.224499 -0.292178 4.173064 -0.2 0.0 0.0
H -0.189161 0.590005 3.497106 0.0 -0.2 0.2
```
Positions in Å, forces in eV/Å.

Mulliken population analysis, charges in e, atoms 1 to 5: atom 1 (Sn): 1.48, atom 2 (O): -0.50, atom 3 (C): 0.83, atom 4 (O): -0.53, atom 5 (C): 0.34

---

(7)
C10H17P in the gas phase at a distorted geometry. Source: the OMol25 dataset; level of theory: wB97M-V/def2-TZVPD.

## Properties
- Highest occupied orbital energy: -8.434 eV
- Total energy: -732.4992 a.u.
- LUMO energy: 1.0 eV

XYZ file:
```
28
Properties=species:S:1:pos:R:3:forces:R:3
C -1.492551 2.867482 0.986561 1.5 -1.8 0.3
C -0.457193 2.132677 1.916110 0.5 -2.9 -2.9
C -0.885470 1.489416 3.219076 -0.8 2.6 1.4
C 0.221250 1.035117 0.947506 -1.5 0.6 1.9
P -0.588626 -0.558817 0.393521 0.1 1.0 -0.6
C 0.618139 -0.679486 -1.015907 -0.9 -0.3 -0.4
C 0.566298 -1.786756 -2.076159 -0.5 -0.2 2.0
C 1.373869 -2.998399 -1.627809 2.4 2.2 -2.6
C -0.873015 -2.234533 -2.371588 0.5 1.4 0.9
C 1.434091 0.367166 -0.934892 2.8 0.8 -0.3
C 1.260111 1.294013 0.172418 -0.4 0.4 -0.9
H -2.091972 2.060612 0.536879 -0.7 0.7 0.4
H -0.935514 3.289119 0.122150 -0.3 0.2 0.8
H -1.938440 3.590953 1.646728 -0.9 0.4 -0.4
H 0.283102 2.843984 2.133247 1.2 0.9 0.3
H -1.116260 0.445199 3.251463 -0.4 -0.5 -0.4
H -1.729357 2.129121 3.623946 0.5 -1.1 -0.3
H -0.103023 1.663750 3.979320 -0.1 -0.3 -0.4
H 0.216059 -1.454730 1.083355 0.2 -0.4 0.8
H 1.051987 -1.445381 -2.925075 0.6 1.1 -1.9
H 1.273512 -3.773216 -2.336023 -0.1 -1.1 -0.9
H 0.985217 -3.290586 -0.765198 -1.4 -1.6 4.0
H 2.465780 -2.775492 -1.517614 -0.9 -0.1 0.0
H -1.227621 -2.788678 -1.536288 -0.3 -0.7 0.9
H -0.894611 -2.895181 -3.200718 -0.3 -0.3 -1.1
H -1.564034 -1.381087 -2.393533 0.2 -0.2 -0.7
H 2.390419 0.593749 -1.488600 -1.3 -0.7 -0.2
H 1.757852 2.259985 0.177125 0.3 -0.1 0.1
```
Positions in Å, forces in eV/Å.

Mulliken population analysis, charges in e, atoms 1 to 5: atom 1 (C): -1.23, atom 2 (C): 0.19, atom 3 (C): -1.17, atom 4 (C): -0.15, atom 5 (P): -0.05

---

(8)
C10H17P in the gas phase at a distorted geometry. Source: the OMol25 dataset; level of theory: wB97M-V/def2-TZVPD.

## Properties
- Highest occupied orbital energy: -7.373 eV
- Total energy: -732.4904 a.u.
- LUMO energy: 0.9 eV

XYZ file:
```
28
Properties=species:S:1:pos:R:3:forces:R:3
C -2.298027 0.930163 1.270595 -1.6 1.0 -0.6
C -1.081444 0.412976 0.665277 0.5 -2.4 0.0
C -0.777404 -0.885651 0.386741 -0.3 0.2 -0.4
C -1.587270 -2.066548 0.697807 1.0 -2.8 0.0
C 0.475349 -1.008894 -0.424501 0.5 0.3 1.2
C 0.169924 -1.417478 -1.901783 4.0 -0.1 0.2
P 1.658192 -2.292502 0.427580 0.7 1.6 -2.0
C 1.000251 0.426030 -0.270666 -1.2 0.9 -1.3
C 2.210074 1.082673 -0.838480 1.1 -1.6 0.8
C 0.037232 1.205695 0.273172 0.9 0.4 -0.7
C 0.044597 2.692600 0.493683 1.3 -0.3 -0.9
H -2.164055 1.820367 1.871467 0.2 0.7 -0.4
H -2.711708 0.321449 2.012562 -0.6 -1.7 0.9
H -3.129661 1.075519 0.511561 0.9 0.2 0.8
H -1.368710 -3.127512 0.274516 0.6 2.0 0.3
H -2.529742 -1.950446 0.319428 -2.9 0.6 -0.7
H -1.680978 -2.268117 1.748957 -0.1 0.1 0.7
H 0.848101 -2.301556 -2.172004 -1.1 1.2 0.2
H 0.507335 -0.578313 -2.544233 -0.7 -0.5 0.1
H -0.807363 -1.722606 -2.033971 -2.1 -0.3 -0.4
H 2.465424 -2.174489 -0.859515 -0.4 -0.5 1.7
H 1.019198 -3.468336 -0.000708 -0.2 -0.1 -0.2
H 2.901210 0.826943 -0.012508 0.7 0.6 -0.5
H 2.091219 2.184257 -0.860472 0.3 -0.8 -0.5
H 2.650424 0.543986 -1.726212 -0.6 1.0 0.5
H 0.748460 2.886762 1.306835 -0.2 0.4 0.1
H -0.948357 2.968903 0.747669 -0.6 0.7 0.4
H 0.359325 3.302932 -0.391808 -0.2 -0.6 0.6
```
Positions in Å, forces in eV/Å.

Mulliken population analysis, charges in e, atoms 1 to 5: atom 1 (C): -1.86, atom 2 (C): 0.24, atom 3 (C): -0.45, atom 4 (C): -1.76, atom 5 (C): 2.39